{"formula": "C7H14", "method": "ωB97M-V with the def2-TZVPD basis set", "symbols": ["C", "C", "C", "C", "C", "C", "C", "H", "H", "H", "H", "H", "H", "H", "H", "H", "H", "H", "H", "H", "H"], "xyz": [[-1.940, -0.916, -0.697], [1.718, 0.607, -0.713], [-1.281, 1.379, 0.081], [0.072, -0.751, 0.812], [-1.307, -0.119, 0.447], [1.298, 0.125, 0.648], [2.537, -0.429, 0.002], [1.130, 0.292, -1.573], [-0.397, 1.892, 0.464], [-2.119, -1.960, -0.413], [0.047, -1.116, 1.847], [-2.162, 1.893, 0.478], [-1.264, -0.919, -1.561], [-1.956, -0.227, 1.326], [2.491, -1.449, -0.372], [-2.892, -0.481, -1.023], [-1.286, 1.525, -1.006], [1.471, 0.828, 1.462], [0.214, -1.650, 0.196], [2.117, 1.615, -0.797], [3.508, -0.138, 0.393]], "forces_ev_per_angstrom": [[-0.04, -0.04, -0.06], [-0.06, 0.11, -0.16], [0.03, 0.05, 0.01], [0.05, -0.04, -0.03], [-0.04, -0.02, 0.02], [-0.07, 0.06, 0.09], [0.18, -0.13, 0.03], [0.09, 0.00, 0.18], [-0.14, -0.02, 0.05], [0.02, 0.14, -0.03], [0.00, 0.07, -0.16], [0.06, -0.10, -0.09], [-0.11, 0.01, 0.09], [0.10, 0.01, -0.12], [0.01, 0.16, 0.09], [0.08, -0.05, 0.09], [0.07, -0.05, 0.14], [-0.01, -0.09, -0.16], [-0.02, 0.14, 0.04], [-0.05, -0.18, 0.02], [-0.15, -0.03, -0.05]], "de_lowest_ev": 1.118, "smiles": "CC(C)CC1CC1", "e_tot_ev": -7485.1763, "total_charge": 0, "largest_force_ev_per_a": 0.23, "lumo_ev": 1.2, "gap_ev": 11.2822, "multiplicity": 1}

{"formula": "C7H14", "method": "ωB97M-V with the def2-TZVPD basis set", "symbols": ["C", "C", "C", "C", "C", "C", "C", "H", "H", "H", "H", "H", "H", "H", "H", "H", "H", "H", "H", "H", "H"], "xyz": [[0.477, 0.849, 0.237], [1.790, 1.063, 2.425], [0.919, 0.246, 1.499], [-1.288, 0.897, -1.606], [-1.286, -2.117, -1.528], [-0.235, -1.273, -0.953], [-0.385, 0.042, -0.766], [-1.471, -2.630, -0.449], [-0.020, 1.727, 0.560], [-0.061, -0.160, 1.825], [2.890, 0.770, 1.918], [-2.078, -1.506, -1.993], [1.479, 1.260, -0.262], [-1.059, 1.420, -2.551], [1.624, 2.157, 2.360], [-2.140, 0.249, -2.048], [1.582, 0.841, 3.412], [1.393, -0.814, 1.437], [0.447, -1.905, -0.394], [-0.923, -2.904, -2.129], [-1.657, 1.789, -0.993]], "forces_ev_per_angstrom": [[3.17, 0.58, -2.94], [2.21, 0.40, -3.90], [-1.19, -4.37, 0.92], [-2.88, 0.39, -0.24], [-0.57, -0.48, 2.69], [-0.03, 0.87, 0.56], [2.13, 1.07, -0.07], [-1.09, 0.63, -2.72], [-0.87, 1.07, -0.15], [0.18, 0.73, 1.31], [-2.45, 1.26, 2.30], [0.04, -1.05, 0.47], [-2.01, -0.60, 0.33], [1.47, -0.47, 0.36], [0.16, -0.51, -0.40], [0.79, 1.33, 1.28], [0.47, -0.97, 2.11], [-0.17, 1.75, -0.58], [0.50, 0.65, 0.27], [0.25, -0.81, -1.02], [-0.11, -1.47, -0.58]], "de_lowest_ev": 3.179, "smiles": "C/C=C(\\C)CCC", "e_tot_ev": -7483.1157, "total_charge": 0, "largest_force_ev_per_a": 4.62, "lumo_ev": 1.0, "gap_ev": 9.5587, "multiplicity": 1}

{"formula": "C7H14", "method": "ωB97M-V with the def2-TZVPD basis set", "symbols": ["C", "C", "C", "C", "C", "C", "C", "H", "H", "H", "H", "H", "H", "H", "H", "H", "H", "H", "H", "H", "H"], "xyz": [[-1.024, -0.648, 1.143], [-1.630, -0.035, -1.214], [-0.627, 0.201, -0.072], [0.721, -0.224, -0.549], [1.901, 0.034, -1.011], [1.578, -1.424, -0.845], [-0.594, 1.687, 0.302], [2.026, -0.031, 2.164], [-0.291, 2.300, -0.554], [0.116, 1.867, 1.117], [2.528, 0.497, 2.307], [2.025, -1.990, -0.019], [-2.642, 0.237, -0.892], [-2.036, -0.387, 1.474], [2.653, 0.743, -1.324], [1.370, -2.042, -1.725], [-1.585, 2.024, 0.630], [-1.373, 0.570, -2.090], [-1.639, -1.088, -1.518], [-1.007, -1.715, 0.895], [-0.339, -0.484, 1.984]], "forces_ev_per_angstrom": [[-0.01, -0.04, 0.06], [-0.05, -0.02, -0.06], [0.00, 0.02, 0.01], [0.24, 0.11, -0.12], [-0.23, 0.14, 0.08], [0.02, -0.36, -0.01], [0.01, 0.07, 0.01], [0.05, 0.03, 0.01], [-0.05, -0.10, 0.11], [-0.10, -0.04, -0.12], [-0.02, -0.03, 0.03], [-0.08, 0.12, -0.12], [0.15, -0.04, -0.02], [0.15, -0.02, -0.05], [-0.12, -0.11, 0.07], [0.03, 0.13, 0.13], [0.14, -0.07, -0.05], [-0.03, -0.08, 0.14], [0.01, 0.14, 0.06], [-0.01, 0.15, 0.02], [-0.10, -0.01, -0.14]], "de_lowest_ev": 3.275, "smiles": "CC(C)(C)C1=CC1.[H][H]", "e_tot_ev": -7483.0189, "total_charge": 0, "largest_force_ev_per_a": 0.36, "lumo_ev": 1.0, "gap_ev": 10.0420, "multiplicity": 1}

{"formula": "C7H14", "method": "ωB97M-V with the def2-TZVPD basis set", "symbols": ["C", "C", "C", "C", "C", "C", "C", "H", "H", "H", "H", "H", "H", "H", "H", "H", "H", "H", "H", "H", "H"], "xyz": [[-0.474, 0.106, 0.318], [0.265, 1.986, -1.258], [0.474, 1.272, 0.087], [0.040, -2.200, 1.238], [0.223, -1.227, 0.362], [-1.107, 2.679, -1.327], [0.815, -3.486, 1.218], [0.432, 2.003, 0.895], [-1.170, 0.072, -0.517], [1.370, -3.656, 0.290], [-1.029, 3.733, -1.074], [-1.181, 0.236, 1.142], [1.012, 2.767, -1.311], [0.161, -4.347, 1.289], [-0.707, -2.099, 2.017], [-1.874, 2.240, -0.690], [1.497, 0.885, 0.095], [1.527, -3.536, 2.042], [0.947, -1.342, -0.444], [0.347, 1.245, -2.048], [-1.570, 2.669, -2.324]], "forces_ev_per_angstrom": [[-0.81, -0.51, -0.15], [-0.96, 0.04, 0.98], [0.51, 0.20, -0.16], [0.28, -0.33, -0.23], [-0.12, 0.60, -0.06], [-0.45, 0.15, -0.63], [0.10, -0.17, -0.28], [-0.11, 0.04, 0.09], [-0.06, -0.06, -0.48], [0.01, 0.41, 0.07], [0.03, 0.08, 0.25], [0.44, 0.02, 0.39], [0.43, -0.08, -0.55], [-0.27, -0.20, 0.28], [0.01, 0.14, 0.12], [0.17, -0.14, 0.25], [0.05, 0.05, 0.10], [-0.03, -0.03, 0.10], [0.09, -0.21, 0.11], [0.30, 0.09, -0.25], [0.39, -0.08, 0.06]], "de_lowest_ev": 0.946, "smiles": "C/C=C/CCCC", "e_tot_ev": -7485.3486, "total_charge": 0, "largest_force_ev_per_a": 1.37, "lumo_ev": 1.2, "gap_ev": 10.3737, "multiplicity": 1}

{"formula": "C7H14BF2N3O4", "method": "ωB97M-V with the def2-TZVPD basis set", "symbols": ["F", "F", "O", "O", "O", "O", "N", "N", "N", "C", "C", "C", "C", "C", "C", "C", "B", "H", "H", "H", "H", "H", "H", "H", "H", "H", "H", "H", "H", "H", "H"], "xyz": [[2.585, -5.047, -0.173], [0.735, -5.830, -1.283], [0.510, -5.144, 0.980], [-0.380, -1.895, 0.193], [0.845, -3.528, -0.716], [-0.811, -3.868, 2.292], [-1.429, 0.219, -0.924], [-2.933, 1.107, 0.659], [-1.175, 2.413, 0.003], [1.065, 1.522, 0.690], [-0.144, -4.063, 1.313], [-1.807, 1.237, -0.084], [0.250, 2.748, 0.297], [0.896, 3.595, -0.814], [1.522, 0.601, -0.452], [0.087, -3.022, 0.193], [1.222, -4.963, -0.335], [0.173, 3.379, 1.192], [-1.799, 3.208, -0.058], [1.481, -0.432, -0.100], [-3.802, 0.856, 0.201], [0.516, 0.954, 1.454], [-0.845, -0.532, -0.478], [0.131, 4.006, -1.484], [2.560, 0.798, -0.746], [-2.278, -0.279, -1.194], [-3.068, 1.879, 1.301], [1.415, 4.452, -0.372], [0.916, 0.711, -1.353], [1.607, 3.015, -1.408], [1.957, 1.905, 1.204]], "forces_ev_per_angstrom": [[-0.14, 0.05, 0.00], [0.01, 0.12, 0.09], [0.00, 0.08, -0.06], [-0.14, 0.06, 0.28], [-0.14, 0.21, 0.06], [0.00, 0.02, -0.03], [-0.61, 0.57, 0.24], [-0.60, 1.43, -0.60], [0.36, -0.19, 0.25], [0.23, -0.05, 0.12], [-0.01, -0.05, 0.08], [0.14, -0.49, -0.56], [0.22, 0.18, -0.25], [-0.24, 0.14, 0.02], [0.39, 0.04, 0.03], [0.21, -0.19, -0.20], [0.14, -0.31, 0.00], [-0.07, -0.14, -0.14], [0.04, -0.09, 0.71], [-0.01, 0.12, -0.32], [0.17, -0.74, 0.16], [0.02, 0.08, -0.16], [0.41, -0.10, -0.22], [0.18, -0.11, 0.06], [-0.20, 0.06, 0.12], [0.12, -0.23, 0.27], [-0.13, -0.07, -0.03], [0.04, -0.24, -0.09], [0.00, -0.17, 0.16], [-0.18, 0.09, 0.04], [-0.23, -0.03, -0.03]], "e_tot_ev": -26262.6623, "total_charge": 0, "largest_force_ev_per_a": 1.66, "lumo_ev": -1.3, "gap_ev": 8.0299, "multiplicity": 1}

{"formula": "C7H14Cl14", "method": "ωB97M-V with the def2-TZVPD basis set", "symbols": ["Cl", "Cl", "Cl", "Cl", "Cl", "Cl", "Cl", "Cl", "Cl", "Cl", "Cl", "Cl", "Cl", "Cl", "C", "C", "C", "C", "C", "C", "C", "H", "H", "H", "H", "H", "H", "H", "H", "H", "H", "H", "H", "H", "H"], "xyz": [[7.331, -7.757, -15.990], [14.067, -4.923, -14.426], [21.441, -6.778, -14.520], [5.211, -5.907, -14.922], [13.220, 0.605, -10.675], [18.959, -0.779, -15.870], [13.471, 2.664, -8.477], [9.797, -12.643, -13.842], [15.041, -8.123, -7.463], [12.121, -6.386, -12.800], [16.875, -8.909, -5.390], [19.220, -7.557, -12.864], [16.158, 0.008, -16.321], [7.840, -11.772, -11.665], [17.399, -0.362, -15.062], [13.610, -5.376, -12.772], [9.537, -12.265, -12.124], [6.139, -7.411, -14.658], [14.220, 1.283, -9.338], [19.631, -6.958, -14.477], [15.192, -8.863, -5.841], [9.718, -13.205, -11.603], [17.067, -1.188, -14.434], [19.162, -5.981, -14.590], [15.182, 1.588, -9.750], [6.675, -7.207, -13.731], [14.286, 0.461, -8.625], [14.752, -9.860, -5.834], [10.274, -11.543, -11.772], [14.702, -8.200, -5.128], [14.508, -5.774, -12.300], [5.411, -8.221, -14.613], [13.335, -4.451, -12.264], [17.492, 0.512, -14.418], [19.256, -7.698, -15.184]], "forces_ev_per_angstrom": [[-0.78, 0.23, 0.88], [0.09, -0.04, 0.00], [-1.02, -0.04, -0.50], [0.13, -0.23, -0.24], [0.27, 0.50, 0.35], [-0.72, 0.24, 0.68], [0.21, -0.44, -0.49], [-0.28, 0.43, 0.34], [-0.27, -0.26, 0.21], [0.97, 0.11, 0.28], [0.54, -0.31, 0.27], [-0.34, -0.05, 0.14], [0.44, -0.23, 0.73], [1.17, -0.11, -0.53], [-0.11, 0.08, -0.50], [-0.46, 0.79, -0.20], [-0.26, -0.75, 0.49], [0.20, 0.47, -0.41], [-0.46, -0.36, 0.07], [0.61, 0.02, 0.62], [-0.34, 0.58, -0.11], [-0.18, 0.21, -0.01], [0.06, -0.10, -0.48], [0.28, -0.20, -0.17], [-0.28, -0.03, 0.15], [0.05, -0.55, -0.28], [0.27, 0.33, -0.08], [0.18, 0.20, -0.15], [-0.46, 0.24, -0.30], [-0.11, -0.21, -0.23], [-0.57, -0.67, -0.01], [0.41, 0.07, 0.05], [-0.01, -0.20, -0.07], [0.32, 0.00, -0.42], [0.46, 0.28, -0.10]], "de_lowest_ev": 1.171, "smiles": "ClCCl.ClCCl.ClCCl.ClCCl.ClCCl.ClCCl.ClCCl", "e_tot_ev": -182799.1990, "total_charge": 0, "largest_force_ev_per_a": 1.29, "lumo_ev": 0.1, "gap_ev": 11.0968, "multiplicity": 1}

{"formula": "C7H14Cl14", "method": "ωB97M-V with the def2-TZVPD basis set", "symbols": ["Cl", "Cl", "Cl", "Cl", "Cl", "Cl", "Cl", "Cl", "Cl", "Cl", "Cl", "Cl", "Cl", "Cl", "C", "C", "C", "C", "C", "C", "C", "H", "H", "H", "H", "H", "H", "H", "H", "H", "H", "H", "H", "H", "H"], "xyz": [[-1.535, -18.211, 11.041], [2.416, -14.912, 6.530], [-1.374, -15.457, 5.028], [-2.800, -21.849, 7.793], [-0.917, -18.297, 5.970], [-2.727, -14.671, 1.954], [-4.474, -16.968, 1.212], [-3.334, -17.048, 9.067], [-0.569, -14.790, 9.309], [-0.528, -23.179, 6.384], [-1.134, -17.767, 0.808], [1.597, -17.855, 1.849], [1.331, -13.574, 11.255], [2.731, -17.631, 5.350], [-3.890, -15.928, 2.581], [-0.093, -17.479, 2.273], [-0.436, -13.972, 10.872], [-1.382, -21.642, 6.686], [-0.753, -16.534, 6.300], [-2.352, -18.481, 9.498], [3.247, -15.933, 5.247], [-1.721, -21.162, 5.768], [4.329, -15.813, 5.303], [-2.955, -19.389, 9.490], [0.294, -16.346, 6.542], [2.995, -15.468, 4.293], [-0.998, -13.044, 10.766], [-0.626, -20.930, 7.017], [-1.288, -16.403, 7.240], [-3.407, -16.515, 3.361], [-0.352, -18.162, 3.082], [-0.922, -14.581, 11.634], [-1.550, -18.486, 8.760], [-4.730, -15.432, 3.067], [-0.136, -16.436, 2.587]], "forces_ev_per_angstrom": [[-0.17, -0.26, 0.23], [0.79, -0.62, -0.75], [0.36, -0.57, 0.55], [1.00, 0.28, -0.56], [-0.01, 0.52, -0.30], [-0.73, -0.72, 0.54], [0.19, 0.65, 1.09], [-0.22, -0.41, 0.03], [0.15, -0.01, 0.15], [-0.45, 0.49, -0.02], [0.50, 0.23, 1.13], [-0.03, 0.15, 0.09], [-1.67, -0.42, -0.12], [0.30, 0.70, -0.09], [0.10, 0.14, -0.54], [0.20, -0.36, -0.72], [0.53, 0.54, -0.16], [0.14, 0.26, -0.22], [0.05, -0.33, 0.91], [0.53, 0.74, -0.42], [-0.32, 0.81, 0.12], [-0.41, -0.77, -0.13], [-0.17, -0.37, 0.69], [0.11, 0.30, 0.15], [-0.09, 0.06, -0.68], [-0.53, -0.46, 0.08], [0.45, 0.02, 0.12], [-0.28, -0.30, 0.94], [-0.40, 0.28, -0.44], [0.27, -0.16, -0.56], [-0.29, 0.17, -0.30], [0.63, -0.09, 0.00], [-0.30, -0.41, 0.02], [0.01, 0.12, -0.56], [-0.24, -0.22, -0.26]], "de_lowest_ev": 0.746, "smiles": "ClCCl.ClCCl.ClCCl.ClCCl.ClCCl.ClCCl.ClCCl", "e_tot_ev": -182799.6248, "total_charge": 0, "largest_force_ev_per_a": 1.73, "lumo_ev": 0.3, "gap_ev": 10.9037, "multiplicity": 1}

{"formula": "C7H14Cl2OPb", "method": "ωB97M-V with the def2-TZVPD basis set", "symbols": ["Pb", "Cl", "Cl", "O", "C", "C", "C", "C", "C", "C", "C", "H", "H", "H", "H", "H", "H", "H", "H", "H", "H", "H", "H", "H", "H"], "xyz": [[-0.020, -0.211, 0.115], [-0.368, -2.535, -0.318], [-2.517, 0.183, -0.159], [0.165, 2.188, 0.816], [2.216, -0.738, 0.926], [2.523, 0.191, -0.094], [0.120, 0.961, -1.768], [3.112, -0.206, -1.380], [3.460, -2.496, -0.390], [2.612, -2.164, 0.854], [2.994, -1.727, -1.621], [-0.866, 1.224, -2.147], [3.443, -3.577, -0.575], [1.158, 1.213, -2.165], [2.711, 0.345, -2.227], [-0.826, 2.286, 0.718], [0.388, 1.812, 1.759], [2.452, 1.270, 0.138], [4.178, 0.059, -1.298], [3.592, -2.003, -2.498], [3.171, -2.380, 1.768], [1.723, -2.828, 0.866], [4.502, -2.226, -0.178], [1.946, -1.982, -1.837], [1.874, -0.371, 1.917]], "forces_ev_per_angstrom": [[-2.17, 0.49, -1.48], [-0.29, -1.60, -0.50], [-0.54, 0.37, 0.44], [-0.19, -0.20, 2.65], [1.54, 2.15, -0.62], [0.29, -0.62, 2.71], [1.66, -0.63, -0.05], [0.71, -1.03, -0.34], [0.16, 0.02, 0.26], [-0.32, -1.06, -0.30], [-0.09, 0.28, -0.09], [0.51, 0.23, -0.28], [-0.05, 0.25, 0.06], [-2.18, 0.14, 0.18], [0.09, 0.07, 0.06], [1.26, -0.16, 0.56], [-1.19, 1.55, -2.35], [-0.25, -0.64, -0.22], [-0.05, 0.03, -0.21], [-0.15, 0.05, 0.17], [0.04, -0.04, 0.00], [0.45, 0.45, 0.14], [-0.06, -0.05, -0.09], [0.22, 0.06, -0.02], [0.58, -0.12, -0.68]], "e_tot_ev": -39822.4323, "total_charge": 0, "largest_force_ev_per_a": 3.06, "lumo_ev": [-1.9, -0.4], "gap_ev": [6.7699, 7.2036], "multiplicity": 1}